(1)
Molecular formula: C3H6N3P
Method: DFT, wB97M-V/def2-TZVPD

Computed properties:
highest occupied orbital energy (spin up / spin down)	-8.54 / -8.66	eV
ΔE to the lowest compared entry with this formula, charge and spin	6.124	eV
E_tot	-623.3139	Ha
strongest force on any atom	3.37	eV/A
frontier orbital gap (spin up / spin down)	0.28678 / 0.27766	Eh

Geometry as XYZ:
```
13
Properties=species:S:1:pos:R:3:forces:R:3:lowdin_charge:R:1
C -1.49617 0.43491 1.50091 -0.2657 -1.1723 2.0905 -0.0819
C -0.11929 0.53491 1.87474 -1.0396 -0.2489 -1.2817 -0.1329
C -1.45391 0.07406 0.21276 -1.3146 -0.7557 -1.3796 -0.1118
N 0.65685 0.31596 0.82791 0.4202 -0.6641 1.1322 0.0124
N -0.16778 -0.11540 -0.17367 0.2059 1.6959 0.6052 -0.3223
N 0.31538 -0.35289 -1.41969 -1.4726 2.6569 -1.4567 -0.3300
P 2.03736 -0.41405 -1.33154 2.4251 -1.2730 -1.8177 0.6429
H -2.34673 0.17850 2.19402 0.9008 1.1881 -0.9523 0.1219
H 0.16080 0.71076 2.88409 0.9849 0.2982 0.3069 0.0944
H -2.31315 -0.04679 -0.41422 0.1165 -0.4612 -0.5470 0.1154
H 0.27338 1.21610 -2.29122 0.0794 -2.3614 1.3078 0.1767
H 2.39436 -0.69041 -2.85231 -1.1073 0.3033 2.1024 -0.0760
H 2.05890 -1.84566 -1.01179 0.0670 0.7942 -0.1102 -0.1087
```
Positions in Å, forces in eV/Å.

***

(2)
Molecular formula: C3H6N3S
Method: DFT, wB97M-V/def2-TZVPD

Computed properties:
highest occupied orbital energy	-13.28	eV
total charge	+1
ΔE to the lowest compared entry with this formula, charge and spin	2.181	eV
E_tot	-680.0308	Ha
strongest force on any atom	4.77	eV/A
frontier orbital gap	0.34388	Eh

Geometry as XYZ:
```
13
Properties=species:S:1:pos:R:3:forces:R:3:lowdin_charge:R:1
C -3.47532 -0.10641 -0.02913 -3.1514 -0.5629 0.9635 -0.7977
C 2.04993 1.02239 -0.45106 1.3304 2.1608 -0.2003 -0.1540
C 1.33426 -1.03366 0.33076 -1.0176 -3.8198 0.8220 -0.0589
N -4.61611 -0.34424 0.25004 3.3603 0.5970 -3.3276 0.1970
N 2.92494 1.72763 -0.69568 -0.0236 -0.2128 -0.2175 0.3816
N 1.08890 0.30216 -0.13586 -4.1545 0.3006 1.1436 0.0062
S -2.08343 0.21959 -0.59409 1.8268 0.3811 -1.0551 0.8000
H 0.44770 -1.62717 -0.07694 1.5348 0.4202 0.3560 0.1054
H 1.40257 -1.39095 1.44371 -0.3487 1.9676 -1.5694 0.1400
H 2.28559 -1.36766 -0.08843 -0.3301 -0.2043 -0.2665 0.0964
H 3.67589 2.36321 -0.85566 0.2439 0.1419 -0.0755 0.1485
H -5.06147 -0.42694 1.07278 -2.1267 -0.4118 3.2913 0.0546
H 0.02654 0.66206 -0.17043 2.8564 -0.7576 0.1356 0.0810
```
Positions in Å, forces in eV/Å.

***

(3)
Molecular formula: C3H6N4
Method: DFT, wB97M-V/def2-TZVPD

Computed properties:
highest occupied orbital energy	-8.22	eV
SMILES string	C#C/C(=N/N)NN
ΔE to the lowest compared entry with this formula, charge and spin	8.278	eV
E_tot	-336.6451	Ha
strongest force on any atom	4.78	eV/A
frontier orbital gap	0.31342	Eh

Geometry as XYZ:
```
13
Properties=species:S:1:pos:R:3:forces:R:3:lowdin_charge:R:1
C -2.82839 -1.03657 -0.07155 2.7335 -1.1130 -0.0483 0.0892
C -1.60555 -0.92624 0.06967 0.1356 2.6313 -0.1284 -0.0346
C -0.15377 -0.37337 0.06119 0.0685 -3.1807 3.5111 -0.4424
N 0.75545 -1.25646 0.56574 -1.3227 1.1683 -4.1308 -0.0554
N 2.09977 -0.91412 -0.06326 -0.6836 -2.3360 -1.5244 -0.1444
N 0.29822 0.85550 -0.26246 2.2844 2.2043 -0.2914 -0.1417
N -0.53796 2.05815 0.17288 3.6001 1.6488 0.9108 -0.0432
H -3.68394 -1.63782 -0.33715 -0.0231 0.6431 0.2677 0.0288
H 1.97978 -0.77462 -1.29424 0.3081 -1.1193 4.6361 0.1748
H 2.50865 -1.92680 0.16487 -0.4421 3.1329 -1.2582 0.1097
H 1.53542 0.79475 -0.10737 -4.3671 0.3858 0.0743 0.1932
H -0.48598 2.15318 1.31554 0.1996 -0.4884 -3.5094 0.1182
H 0.11828 2.98439 -0.21387 -2.4913 -3.5771 1.4908 0.1480
```
Positions in Å, forces in eV/Å.

***

(4)
Molecular formula: C3H6N4
Method: DFT, wB97M-V/def2-TZVPD

Computed properties:
highest occupied orbital energy (spin up / spin down)	-8.08 / -7.81	eV
ΔE to the lowest compared entry with this formula, charge and spin	6.249	eV
E_tot	-336.7196	Ha
strongest force on any atom	4.43	eV/A
frontier orbital gap (spin up / spin down)	0.26909 / 0.28467	Eh

Geometry as XYZ:
```
13
Properties=species:S:1:pos:R:3:forces:R:3:lowdin_charge:R:1
C -0.69249 -2.60035 -0.15641 -0.6095 -0.3801 0.8565 -0.4730
C 0.24354 -0.10001 -0.09675 -1.0421 -0.1355 -0.8205 -0.1031
C -0.03684 2.23522 -0.61352 0.7053 3.7598 -2.2334 -0.1415
N -1.26405 -1.87000 -1.00483 0.3760 0.6004 -0.2280 0.1473
N 0.09334 -2.27047 0.89298 1.3047 0.8883 0.3552 -0.0185
N 0.56599 -0.99935 0.82016 1.8335 -1.3729 1.1877 -0.0657
N 0.29958 1.18143 0.24107 0.1870 -1.8105 1.8692 -0.0931
H -0.76157 -3.68791 -0.01721 -0.5800 -0.0834 -1.0805 0.1022
H -1.11011 2.52248 -0.71028 0.4604 -0.6947 0.5319 0.0797
H 0.47404 3.24039 -0.17778 -0.8897 -2.3343 -1.4114 0.1257
H 0.27442 2.00016 -1.71130 -0.1592 0.5505 2.0946 0.1155
H 1.51259 -1.04381 1.28612 -1.4716 0.9742 -0.3186 0.1730
H 0.40155 1.39221 1.24776 -0.1147 0.0383 -0.8028 0.1514
```
Positions in Å, forces in eV/Å.

***

(5)
Molecular formula: C3H6N4
Method: DFT, wB97M-V/def2-TZVPD

Computed properties:
highest occupied orbital energy	-8.14	eV
SMILES string	NN1N=C[C@H]2CN21
ΔE to the lowest compared entry with this formula, charge and spin	4.695	eV
E_tot	-336.7767	Ha
strongest force on any atom	2.60	eV/A
frontier orbital gap	0.33860	Eh

Geometry as XYZ:
```
13
Properties=species:S:1:pos:R:3:forces:R:3:lowdin_charge:R:1
N -2.36105 -0.17581 -0.05112 -0.9479 -0.1067 -0.1030 0.0652
N -1.07094 0.09410 0.27880 -0.8661 0.1046 0.2965 -0.3574
N -0.76456 1.37969 0.37985 0.4603 1.2728 1.2195 0.0869
C 0.48703 1.53087 0.14437 -0.1749 0.4781 -1.1802 -0.1675
C 1.16062 0.34658 -0.32477 -0.0511 -1.8242 0.1993 -0.1196
C 0.93634 -0.79937 0.66152 -0.4276 2.0586 -0.9995 -0.1306
N -0.10725 -0.69376 -0.31402 1.7497 0.0017 -1.3047 0.0177
H -2.63944 0.17452 -0.97620 0.2413 -0.7296 0.2397 0.0894
H -2.45278 -1.16749 0.14531 -0.6822 0.3206 -0.6743 0.0864
H 0.96817 2.48139 0.16107 -0.0826 0.6282 0.0700 0.0962
H 1.94265 0.37073 -1.16452 -1.2807 -0.3041 1.5431 0.1454
H 1.55875 -1.60202 0.56810 1.3940 -2.1941 -0.1224 0.0714
H 0.49537 -0.59163 1.61414 0.6679 0.2941 0.8162 0.1165
```
Positions in Å, forces in eV/Å.

***

(6)
Molecular formula: C3H6N4
Method: DFT, wB97M-V/def2-TZVPD

Computed properties:
highest occupied orbital energy	-8.98	eV
ΔE to the lowest compared entry with this formula, charge and spin	4.147	eV
E_tot	-336.7968	Ha
strongest force on any atom	4.44	eV/A
frontier orbital gap	0.36587	Eh

Geometry as XYZ:
```
13
Properties=species:S:1:pos:R:3:forces:R:3:lowdin_charge:R:1
C -0.37064 1.30430 0.17696 -0.5918 0.4581 -0.1255 -0.0904
C -0.13099 -0.15677 -0.22455 1.1775 2.0633 1.4481 -0.5969
C 0.90974 -0.52238 -1.23624 1.1180 -2.5632 1.7309 -0.0234
N -1.14590 -1.03880 0.00522 -2.9384 -3.0205 -1.3863 0.0771
N -1.52588 -1.13905 1.15418 -0.2732 0.6424 1.2003 -0.2137
N -1.85143 -1.11993 2.22982 -0.2618 -0.6293 -0.4617 0.2247
N 0.29628 0.33829 1.08134 3.6279 0.9217 -0.5144 0.0134
H 0.22544 2.11580 -0.29307 -0.3320 -0.7738 0.2708 0.1001
H -1.42293 1.68838 0.49932 1.9754 -1.0865 -0.4787 0.1293
H 1.54460 0.30947 -1.16891 1.5574 0.8930 -0.3149 0.0478
H 0.56584 -0.59112 -2.21361 -0.9607 -0.0543 -1.7542 0.0470
H 1.52059 -1.55953 -1.05897 -1.5909 2.5613 0.1025 0.1454
H 1.38528 0.37132 1.04853 -2.5074 0.5876 0.2830 0.1397
```
Positions in Å, forces in eV/Å.

***

(7)
Molecular formula: C3H6N4
Method: DFT, wB97M-V/def2-TZVPD

Computed properties:
highest occupied orbital energy (spin up / spin down)	-8.15 / -7.87	eV
ΔE to the lowest compared entry with this formula, charge and spin	4.907	eV
E_tot	-336.7689	Ha
strongest force on any atom	3.65	eV/A
frontier orbital gap (spin up / spin down)	0.32375 / 0.30046	Eh

Geometry as XYZ:
```
13
Properties=species:S:1:pos:R:3:forces:R:3:lowdin_charge:R:1
C 1.68227 0.44754 -1.33969 -1.4953 0.4237 -1.2877 -0.1928
C 2.28373 0.23093 -0.15881 -2.0527 -0.5559 -0.6939 -0.1473
C 0.12769 -0.30520 -0.05047 -0.6015 -0.2547 -0.3824 -0.2063
N 0.31934 0.13867 -1.26765 -0.1623 -0.4434 0.8711 0.0034
N 1.29821 -0.32674 0.66471 0.2160 0.4190 1.7323 0.0147
N -2.64073 0.17702 0.69895 -1.3855 3.3702 0.1913 -0.1211
N -1.90451 -0.87185 0.86381 1.3339 -2.3046 -1.9335 -0.0397
H 2.03279 0.81623 -2.31294 0.2600 -0.2051 0.8179 0.0972
H 3.29660 0.28180 -0.05307 2.3650 0.0522 1.2277 0.0665
H 1.34292 -0.36350 1.71522 -0.0656 -0.1646 -1.9202 0.1578
H -2.29275 1.04990 1.20274 -0.8579 -1.8178 -1.0167 0.1346
H -3.26128 0.35685 -0.12282 1.1839 -0.2895 0.8391 0.1194
H -2.28429 -1.63164 0.16002 1.2621 1.7704 1.5550 0.1136
```
Positions in Å, forces in eV/Å.

***

(8)
Molecular formula: C3H6N4
Method: DFT, wB97M-V/def2-TZVPD

Computed properties:
highest occupied orbital energy	-9.38	eV
ΔE to the lowest compared entry with this formula, charge and spin	3.656	eV
E_tot	-336.8149	Ha
strongest force on any atom	7.32	eV/A
frontier orbital gap	0.33705	Eh

Geometry as XYZ:
```
13
Properties=species:S:1:pos:R:3:forces:R:3:lowdin_charge:R:1
C 0.42397 -1.56078 -0.03071 4.0792 1.2019 0.8062 -0.3263
C -0.47454 0.33636 -1.33695 -1.9525 2.1093 -1.3839 -0.2703
C 0.12031 1.61677 0.53300 -0.5438 1.1287 2.9320 -0.3473
H 2.16702 -1.90441 0.51349 -0.0293 1.0187 0.1637 0.0326
H 0.06401 -2.45452 0.49466 -0.0269 0.2232 -0.4978 0.1141
H -1.71688 -1.41399 -0.83161 5.3598 1.8306 -0.1099 0.3078
H -1.14160 0.49681 -2.25823 1.4597 -0.7937 0.8816 0.1381
H 1.12576 2.06657 0.82434 -1.1384 -0.8089 -0.5615 0.1273
H -0.75561 1.89124 2.31916 0.4426 -0.4827 -1.4302 0.0474
N 1.67557 -1.10013 0.07762 -2.8309 -2.4425 -0.0223 0.0598
N -0.42985 -0.93808 -0.85873 -6.7161 -2.9065 -0.0112 -0.0131
N -0.15685 1.42120 -0.78414 0.5859 -0.2567 -0.8327 0.0727
N -0.90130 1.54295 1.33811 1.3106 0.1786 0.0660 0.0572
```
Positions in Å, forces in eV/Å.

***

(9)
Molecular formula: C3H6N4O
Method: DFT, wB97M-V/def2-TZVPD

Computed properties:
highest occupied orbital energy	-7.26	eV
ΔE to the lowest compared entry with this formula, charge and spin	11.658	eV
E_tot	-411.7805	Ha
strongest force on any atom	12.22	eV/A
frontier orbital gap	0.27456	Eh

Geometry as XYZ:
```
14
Properties=species:S:1:pos:R:3:forces:R:3:lowdin_charge:R:1
C 1.08109 -1.56119 0.13418 6.1199 -4.3809 -2.5456 -0.2282
C -0.19073 -1.46674 0.19404 -7.1548 -3.0312 0.9077 -0.0970
C -0.54186 -0.14527 0.10369 -2.5701 6.8465 -1.0035 -0.2881
H 1.04188 2.42463 1.04257 -1.2062 -0.5698 -2.5745 0.1297
H -0.19489 2.27630 -0.37051 2.7710 -0.3834 1.5693 0.1294
H 2.84335 0.11324 -0.33585 -4.8537 -2.8617 1.0841 0.3048
H 1.79275 -2.38294 -0.23512 -1.5560 0.6067 1.3534 0.1647
H -0.95656 -2.27073 -0.00194 1.1636 0.9750 0.6432 0.1441
H -3.47739 0.53920 -0.69098 1.7532 -3.9241 4.1625 0.3017
N 0.78987 1.99235 0.07187 -1.0083 1.3652 0.0105 0.0142
N 0.70833 0.65691 0.31056 -2.8671 -5.3434 -0.5872 -0.1782
N 1.58819 -0.43021 -0.20094 7.7923 9.3789 -0.8674 -0.0157
N -1.68541 0.56298 -0.30394 4.0402 -3.4392 3.5353 -0.1023
O -2.79863 -0.30854 0.28238 -2.4240 4.7615 -5.6876 -0.2792
```
Positions in Å, forces in eV/Å.